No. 1
{"formula": "C5H9NOS", "method": "wB97M-V/def2-TZVPD", "elements": ["S", "O", "N", "C", "C", "C", "C", "C", "H", "H", "H", "H", "H", "H", "H", "H", "H"], "positions_angstrom": [[-0.61, 2.22, 1.02], [1.80, 0.38, 0.26], [-1.17, -0.87, -1.69], [-1.03, 0.44, 0.62], [1.20, -0.47, 1.19], [0.95, 0.43, -0.96], [-0.42, -0.09, -0.72], [-0.12, -0.71, 0.75], [0.88, 0.18, 2.24], [-2.13, 0.12, 0.70], [0.95, 1.65, -1.03], [-1.31, -2.01, -1.34], [-0.83, -1.53, 1.04], [1.45, -0.07, -1.77], [2.02, -1.24, 1.45], [-2.20, -0.48, -2.10], [0.57, 2.06, 0.33]], "lowdin_charge": [0.733, -0.170, -0.013, -0.492, -0.255, -0.141, -0.439, -0.265, 0.167, 0.128, 0.128, 0.168, 0.159, 0.121, 0.151, 0.152, -0.131], "total_energy_ha": -723.926349, "e_homo_ev": -8.72, "homo_lumo_gap_ev": 9.36, "smiles": "N[C@]12COC[C@H]1[C@H]2S"}

No. 2
{"formula": "C5H9NOS", "method": "wB97M-V/def2-TZVPD", "elements": ["S", "O", "N", "C", "C", "C", "C", "C", "H", "H", "H", "H", "H", "H", "H", "H", "H"], "positions_angstrom": [[-2.04, -0.86, 0.17], [1.10, -1.18, -1.14], [0.57, 1.73, -0.13], [0.21, 0.69, 0.90], [-0.64, 1.42, -0.89], [1.34, -0.30, 1.08], [-0.96, 0.27, 0.06], [2.08, -0.70, -0.19], [0.55, -1.88, -0.71], [0.55, 2.70, 0.10], [-1.43, 2.20, -0.84], [2.83, -1.41, 0.14], [2.62, 0.16, -0.57], [2.05, 0.31, 1.71], [1.00, -1.19, 1.61], [-0.49, 0.95, -1.89], [-0.11, 0.98, 1.92]], "lowdin_charge": [0.761, -0.087, 0.008, -0.337, -0.192, -0.164, -0.806, -0.241, 0.088, 0.095, 0.129, 0.107, 0.109, 0.132, 0.117, 0.126, 0.154], "total_energy_ha": -724.023862, "e_homo_ev": -8.57, "homo_lumo_gap_ev": 8.59, "smiles": "OCC[C@H]1NCC1=S"}

No. 3
{"formula": "C5H9NS", "method": "wB97M-V/def2-TZVPD", "elements": ["S", "N", "C", "C", "C", "C", "C", "H", "H", "H", "H", "H", "H", "H", "H", "H"], "positions_angstrom": [[2.69, -0.17, -0.16], [-1.25, -0.38, 0.35], [-0.63, 1.48, 0.02], [-2.06, 0.87, -0.02], [-2.13, -1.47, -0.12], [-0.03, 0.09, -0.26], [1.24, -0.16, 0.50], [-0.68, 2.32, -0.63], [0.10, -0.18, -1.39], [-2.43, 0.72, -1.15], [-3.57, -0.90, -0.06], [-3.03, 1.25, 0.39], [-1.76, -1.46, -1.35], [-2.04, -2.73, 0.78], [1.35, -0.29, 1.67], [-0.52, 1.92, 1.11]], "lowdin_charge": [0.686, -0.268, -0.147, -0.214, -0.152, -0.424, -0.651, 0.080, 0.162, 0.117, 0.180, 0.107, 0.110, 0.163, 0.095, 0.156], "total_energy_ha": -648.571218, "e_homo_ev": -8.76, "homo_lumo_gap_ev": 8.54}

No. 4
{"formula": "C5H9NS3", "method": "wB97M-V/def2-TZVPD", "elements": ["S", "S", "S", "N", "C", "C", "C", "C", "C", "H", "H", "H", "H", "H", "H", "H", "H", "H"], "positions_angstrom": [[2.82, -0.88, -0.37], [1.74, 0.28, -2.75], [-0.77, 2.32, -0.63], [0.30, -0.25, -0.39], [1.57, -0.26, -1.23], [1.95, -0.97, 1.22], [0.68, -0.23, 1.00], [-2.11, -0.06, 0.03], [-0.93, 0.31, -0.75], [1.90, -2.04, 1.51], [-1.01, 0.13, -1.83], [-2.93, 0.60, -0.19], [0.90, 0.85, 1.20], [-2.03, -0.02, 1.17], [-0.22, -0.56, 1.63], [2.43, -0.61, 2.05], [-1.89, 2.42, -1.54], [-2.40, -1.02, -0.14]], "lowdin_charge": [0.965, 0.642, 0.582, -0.217, -1.177, -0.406, -0.268, -0.136, -0.603, 0.090, 0.097, 0.063, 0.128, 0.103, 0.139, 0.049, -0.102, 0.052], "total_energy_ha": -1445.183236, "e_homo_ev": -8.59, "homo_lumo_gap_ev": 8.77, "smiles": "C[C@@H](S)N1CCSC1=S"}

No. 5
{"formula": "C5H9NSe", "method": "wB97M-V/def2-TZVPD", "elements": ["Se", "N", "C", "C", "C", "C", "C", "H", "H", "H", "H", "H", "H", "H", "H", "H"], "positions_angstrom": [[-3.23, -0.17, -0.02], [-0.97, 1.28, 0.23], [0.30, 1.53, 0.19], [0.15, -1.46, 0.01], [-1.47, 0.27, -0.42], [1.33, -0.62, 0.29], [1.31, 0.79, -0.56], [-0.44, -1.73, 0.83], [2.17, -1.05, -0.05], [-3.25, -0.08, 1.47], [0.51, 2.25, 0.94], [0.98, 0.49, -1.50], [2.37, 1.07, -0.38], [1.41, -0.47, 1.28], [0.06, -1.92, -0.90], [-1.25, -0.19, -1.42]], "lowdin_charge": [0.817, -0.048, -0.193, -0.006, -0.704, -0.206, -0.113, 0.047, 0.057, -0.140, 0.102, 0.083, 0.122, 0.069, 0.036, 0.076], "multiplicity": 3, "total_energy_ha": -2651.876817, "e_homo_ev": [-5.94, -9.01], "homo_lumo_gap_ev": [6.86, 7.83], "s_squared": 2.027}

No. 6
{"formula": "C5H9NSi", "method": "wB97M-V/def2-TZVPD", "elements": ["Si", "N", "C", "C", "C", "C", "C", "H", "H", "H", "H", "H", "H", "H", "H", "H"], "positions_angstrom": [[-2.06, -0.54, 0.01], [2.00, -0.25, 0.06], [0.76, 0.34, 0.02], [-0.18, -0.71, 0.05], [1.86, -1.58, -0.09], [0.53, -1.93, -0.03], [0.52, 1.84, -0.03], [1.32, 2.16, -0.74], [0.78, 2.09, 1.04], [-0.04, -2.79, -0.08], [-2.52, 0.05, 1.19], [2.73, -2.30, -0.23], [2.75, 0.39, 0.25], [-0.45, 1.96, -0.22], [-2.92, -1.92, -0.30], [-2.25, 0.33, -1.09]], "lowdin_charge": [0.663, 0.047, -0.337, -0.371, -0.154, -0.125, -0.013, 0.097, 0.105, 0.062, -0.117, 0.126, 0.153, 0.002, -0.036, -0.102], "total_energy_ha": -540.097778, "e_homo_ev": -7.88, "homo_lumo_gap_ev": 8.80, "smiles": "Cc1[nH]ccc1[SiH3]"}

No. 7
{"formula": "C5H9NaO4Pb", "method": "wB97M-V/def2-TZVPD", "elements": ["Pb", "Na", "O", "O", "O", "O", "C", "C", "C", "C", "C", "H", "H", "H", "H", "H", "H", "H", "H", "H"], "positions_angstrom": [[3.58, -0.09, -0.92], [-0.98, 1.86, -0.29], [-1.88, -0.28, -0.55], [4.28, -0.39, 0.86], [0.58, 0.35, 0.47], [0.96, 3.00, -0.17], [1.92, 2.25, 0.15], [-3.27, -0.53, -0.55], [1.90, 0.87, 0.43], [-1.12, -1.25, 0.15], [0.34, -0.94, -0.02], [-3.76, 0.29, -1.09], [2.90, 0.38, 1.42], [0.94, -1.70, 0.51], [-3.66, -0.57, 0.48], [-1.39, -1.23, 1.22], [-1.34, -2.26, -0.24], [2.92, 2.72, 0.27], [-3.50, -1.48, -1.06], [0.60, -1.00, -1.10]], "lowdin_charge": [1.002, 0.662, -0.242, -0.867, -0.238, -0.131, -0.384, -0.082, -0.460, -0.185, -0.218, 0.095, 0.193, 0.142, 0.100, 0.143, 0.139, 0.115, 0.100, 0.116], "total_energy_ha": -851.889780, "e_homo_ev": -7.33, "homo_lumo_gap_ev": 6.69}

No. 8
{"formula": "C5H9O2P", "method": "wB97M-V/def2-TZVPD", "elements": ["P", "O", "O", "C", "C", "C", "C", "C", "H", "H", "H", "H", "H", "H", "H", "H", "H"], "positions_angstrom": [[1.81, -0.40, -0.04], [0.53, -1.45, 0.14], [3.14, -0.96, -0.35], [-0.57, 0.19, -1.16], [-0.68, -0.85, -0.29], [-1.85, -1.52, 0.34], [0.88, 0.35, -1.48], [1.77, 0.95, 1.22], [0.85, 1.03, 1.62], [1.07, 1.29, -1.79], [-1.44, 0.75, -1.72], [2.35, 0.85, 2.22], [-1.85, -1.46, 1.50], [2.21, 1.79, 0.71], [1.25, -0.39, -2.28], [-1.91, -2.64, 0.26], [-2.69, -1.01, -0.08]], "lowdin_charge": [0.648, -0.177, -0.312, -0.080, -0.401, -0.042, -0.227, -0.131, -0.012, 0.039, 0.149, 0.091, 0.115, 0.052, 0.124, 0.099, 0.064], "total_energy_ha": -687.752137, "e_homo_ev": -8.96, "homo_lumo_gap_ev": 9.69, "smiles": "CC1=CC[P@](C)(=O)O1"}

No. 9
{"formula": "C5H9O2PS2", "method": "wB97M-V/def2-TZVPD", "elements": ["S", "S", "P", "O", "O", "C", "C", "C", "C", "C", "H", "H", "H", "H", "H", "H", "H", "H", "H"], "positions_angstrom": [[-2.97, 2.56, 1.66], [-3.76, -2.18, 0.12], [-3.27, -1.11, 1.84], [-0.68, -0.74, 0.73], [0.42, 0.75, -0.55], [2.62, 0.55, -1.30], [-1.97, 1.01, -0.34], [-0.62, 0.22, 0.02], [-2.69, 1.28, 0.85], [1.72, 0.40, -0.13], [2.33, -0.25, -1.99], [2.55, 1.54, -1.92], [-2.53, 0.33, -1.10], [1.96, 1.22, 0.61], [-4.54, -0.73, 1.94], [2.02, -0.62, 0.45], [3.69, 0.38, -1.09], [-1.68, 1.86, -1.02], [-2.78, -2.94, -0.08]], "lowdin_charge": [0.739, 0.315, 0.529, 0.029, 0.014, -0.107, -0.239, -0.512, -0.852, -0.264, 0.076, 0.115, 0.125, 0.136, -0.223, 0.180, 0.082, 0.127, -0.269], "total_energy_ha": -1484.004627, "e_homo_ev": [-7.26, -7.26], "homo_lumo_gap_ev": [7.15, 7.15]}

No. 10
{"formula": "C5H9O3", "method": "wB97M-V/def2-TZVPD", "elements": ["O", "O", "O", "C", "C", "C", "C", "C", "H", "H", "H", "H", "H", "H", "H", "H", "H"], "positions_angstrom": [[3.09, -1.30, -0.66], [4.29, 1.21, -1.95], [3.06, 1.03, -1.86], [-2.06, 0.76, 1.60], [0.55, -0.88, -0.96], [-1.52, 0.10, 0.32], [-0.05, -0.27, 0.36], [2.04, -1.02, -1.09], [-3.11, 1.01, 1.49], [-2.01, 0.13, 2.50], [0.35, -0.23, -1.83], [0.09, -1.01, 1.16], [0.53, 0.64, 0.57], [-2.13, -0.80, 0.15], [-1.69, 0.82, -0.50], [0.16, -1.90, -1.15], [-1.58, 1.71, 1.87]], "lowdin_charge": [0.093, 0.044, -0.025, -0.121, -0.163, -0.277, -0.214, -0.232, 0.064, 0.070, 0.108, 0.119, 0.115, 0.110, 0.110, 0.129, 0.071], "multiplicity": 4, "total_energy_ha": -421.412959, "e_homo_ev": [-6.41, -11.81], "homo_lumo_gap_ev": [7.35, 10.98], "s_squared": 3.761}

No. 11
{"formula": "C5H9O3P", "method": "wB97M-V/def2-TZVPD", "elements": ["P", "O", "O", "O", "C", "C", "C", "C", "C", "H", "H", "H", "H", "H", "H", "H", "H", "H"], "positions_angstrom": [[-1.44, 2.00, 0.11], [-2.78, 1.42, -0.30], [-1.30, 2.55, 1.50], [-0.80, 3.06, -0.88], [0.03, -1.98, 0.68], [-0.10, 0.81, -0.27], [0.06, 0.36, -1.67], [1.11, 0.92, 0.62], [0.31, -3.29, 0.70], [-0.12, -4.16, 1.37], [-0.91, -1.68, 1.18], [1.57, 1.89, 0.34], [0.98, 0.73, -1.99], [1.38, -3.64, 0.35], [0.08, -0.75, -1.39], [0.91, 0.82, 1.69], [1.78, 0.05, 0.12], [-0.77, 0.86, -2.15]], "lowdin_charge": [0.047, -0.446, -0.440, -0.411, -0.230, -0.257, -0.122, -0.143, -0.363, -0.016, -0.035, 0.082, 0.047, -0.021, 0.085, 0.064, 0.098, 0.060], "total_energy_ha": -762.845024, "e_homo_ev": 0.31, "homo_lumo_gap_ev": 6.20, "charge": -2}

No. 12
{"formula": "C5H9O3Sr", "method": "wB97M-V/def2-TZVPD", "elements": ["Sr", "O", "O", "O", "C", "C", "C", "C", "C", "H", "H", "H", "H", "H", "H", "H", "H", "H"], "positions_angstrom": [[0.84, 1.85, 1.17], [0.71, -0.57, 1.12], [-0.72, 1.47, -0.76], [2.34, 0.51, 0.38], [-0.08, -1.76, 1.31], [-0.96, 1.85, -1.94], [0.08, 1.80, -2.99], [-0.53, -1.83, 2.75], [1.72, -0.55, 0.13], [0.56, -2.60, 1.03], [-1.18, -0.97, 2.99], [-0.94, -1.72, 0.62], [0.33, -1.83, 3.43], [-1.11, -2.75, 2.90], [1.09, 1.61, -2.61], [-0.21, 1.01, -3.70], [0.07, 2.76, -3.53], [-2.00, 1.72, -2.27]], "lowdin_charge": [1.764, -0.366, -0.166, -0.390, -0.259, -0.197, -0.026, -0.072, -0.243, 0.124, 0.073, 0.123, 0.086, 0.091, 0.094, 0.117, 0.103, 0.143], "total_energy_ha": -452.094705, "e_homo_ev": -11.42, "homo_lumo_gap_ev": 6.96, "charge": 1}

Copy entry 5 word for word.
{"formula": "C5H9NSe", "method": "wB97M-V/def2-TZVPD", "elements": ["Se", "N", "C", "C", "C", "C", "C", "H", "H", "H", "H", "H", "H", "H", "H", "H"], "positions_angstrom": [[-3.23, -0.17, -0.02], [-0.97, 1.28, 0.23], [0.30, 1.53, 0.19], [0.15, -1.46, 0.01], [-1.47, 0.27, -0.42], [1.33, -0.62, 0.29], [1.31, 0.79, -0.56], [-0.44, -1.73, 0.83], [2.17, -1.05, -0.05], [-3.25, -0.08, 1.47], [0.51, 2.25, 0.94], [0.98, 0.49, -1.50], [2.37, 1.07, -0.38], [1.41, -0.47, 1.28], [0.06, -1.92, -0.90], [-1.25, -0.19, -1.42]], "lowdin_charge": [0.817, -0.048, -0.193, -0.006, -0.704, -0.206, -0.113, 0.047, 0.057, -0.140, 0.102, 0.083, 0.122, 0.069, 0.036, 0.076], "multiplicity": 3, "total_energy_ha": -2651.876817, "e_homo_ev": [-5.94, -9.01], "homo_lumo_gap_ev": [6.86, 7.83], "s_squared": 2.027}